18
Properties=species:S:1:pos:R:3:lowdin_charge:R:1 method="wB97M-V/def2-TZVPD" energy_ev=-12479.5406 relative_energy_kj_mol=151.79 homo_ev=-9.83 homo_lumo_gap_ev=9.74 smiles=O.O.O.O.O.O charge=0
O -8.48435 12.48241 -23.48860 -0.02
H -8.99959 13.27004 -23.66299 0.07
H -8.58476 11.95031 -24.27791 0.07
O -5.61946 9.75938 -20.50771 -0.03
H -6.18006 8.98516 -20.45731 0.04
H -4.80142 9.43900 -20.88774 0.04
O -8.19235 14.18660 -20.88559 -0.03
H -8.92807 14.55321 -21.37605 0.03
H -7.85757 13.48489 -21.44395 -0.01
O -6.12614 12.31260 -22.37012 -0.05
H -7.04580 12.33687 -22.63447 -0.02
H -5.94266 11.38446 -22.22471 0.05
O -3.45929 13.32939 -23.93448 -0.05
H -3.16926 12.78327 -24.66514 0.03
H -4.38367 13.10803 -23.82156 0.00
O -4.59366 13.54581 -20.68930 -0.07
H -5.31521 13.18908 -21.20731 -0.05
H -3.80991 13.13588 -21.05524 0.01